Record 1
This record from OMol25 describes a molecular structure, C11H6F3N3OS. The level of theory is ωB97M-V/def2-TZVPD.

Values from the calculation:
Electronic energy in eV: -37009.718
Gap between HOMO and LUMO in eV: 9.1
Charge: 0

Positions of all 25 atoms, in Å:
1 N -0.66136 -4.46523 0.38927
2 F -3.40440 1.38052 -1.95952
3 F -3.02542 -0.42363 -0.73381
4 F -1.72044 -0.00238 -2.39200
5 C 0.10413 -3.58236 0.27019
6 N 3.38609 -1.83285 -0.06762
7 O 3.12767 -4.04095 -0.03084
8 S 2.47907 -0.40400 -0.02678
9 C 2.53924 -2.84108 0.00765
10 C 1.13760 -2.57606 0.16228
11 C 0.91020 -1.23693 0.18565
12 C 0.21146 2.87952 1.16761
13 C -0.70075 3.53301 0.34784
14 C 0.25643 1.48768 1.15855
15 C -1.56021 2.79236 -0.44825
16 C -0.53014 0.73053 0.29708
17 C -1.46545 1.36104 -0.51388
18 N -0.35566 -0.61744 0.33202
19 C -2.42540 0.59203 -1.40942
20 H 4.05742 -3.82086 -0.03263
21 H 0.87912 3.36684 1.88565
22 H -0.72598 4.62811 0.40148
23 H 0.93173 0.93074 1.82129
24 H -2.28639 3.38689 -0.98485
25 H -1.15856 -1.22548 0.17303

Record 2
This record from OMol25 describes a gas-phase ion, C11H6N5O7 (charge -1). The level of theory is ωB97M-V/def2-TZVPD.

Values from the calculation:
SMILES: O=[N+]([O-])c1ccccc1O[C@@H]1C(=[N+]([O-])[O-])C=Nc2no[n+]([O-])c21
Electronic energy in eV: -33278.786
Gap between HOMO and LUMO in eV: 6.7
Charge: -1

Positions of all 29 atoms, in Å:
1 O 3.04522 -3.04537 0.37086
2 N 2.29965 -2.03394 0.42560
3 O 2.74698 -0.87892 0.53512
4 C 0.87806 -2.27119 0.39885
5 C 0.34887 -3.56548 0.43859
6 C -1.01847 -3.73711 0.63886
7 C -1.86507 -2.61962 0.71548
8 C -1.35660 -1.33130 0.54636
9 C 0.02293 -1.14691 0.36925
10 O 0.58837 0.05084 0.10744
11 C -0.20936 1.11852 -0.42095
12 C 0.70746 1.77234 -1.41696
13 N 1.04331 0.91634 -2.49845
14 O 0.41498 -0.17236 -2.56654
15 O 1.89378 1.26203 -3.34828
16 C 1.27140 3.02768 -1.24563
17 N 0.90071 3.88561 -0.27717
18 C -0.03978 3.47145 0.54480
19 N -0.72764 4.31852 1.39463
20 O -1.76037 3.53666 1.89281
21 N -1.67381 2.18476 1.37832
22 O -2.50557 1.36661 1.75042
23 C -0.55958 2.13571 0.58905
24 H 1.03703 -4.40401 0.32703
25 H -1.43008 -4.74352 0.73558
26 H -2.93181 -2.74436 0.90652
27 H -2.01695 -0.46728 0.59122
28 H -1.13005 0.76311 -0.91454
29 H 2.02640 3.35119 -1.96827

Record 3
This record from OMol25 describes 24 unconnected molecules or ions with the total composition C11H70NO23. The level of theory is ωB97M-V/def2-TZVPD.

Values from the calculation:
Electronic energy in eV: -61109.762
Gap between HOMO and LUMO in eV: 9.1
Charge: +1

Positions of all 105 atoms, in Å:
1 C -3.51904 2.03365 -1.78950
2 C -1.97166 1.85676 -1.70462
3 C -1.66859 0.52741 -1.05375
4 C -0.06149 0.37263 -0.80392
5 N 0.44328 -0.63941 0.24094
6 C 0.01869 -0.07169 1.54623
7 C 0.95592 0.90012 1.98811
8 C 2.28697 0.57392 1.30511
9 C 1.92840 -0.66621 0.45460
10 C -0.19880 -1.90223 0.03128
11 C 0.15086 -2.65045 -1.28457
12 C -0.57284 -3.96294 -1.44220
13 H -3.62122 2.73091 -2.50004
14 H -4.03283 2.09964 -0.74017
15 H -4.10124 1.33746 -2.34806
16 H -1.48435 2.71789 -0.84916
17 H -1.27169 1.98380 -2.68742
18 H -2.05805 -0.10984 -1.81297
19 H -2.26009 0.47165 -0.14539
20 H 0.36329 1.31566 -0.69606
21 H 0.24678 -0.11517 -1.87510
22 H 0.02966 -0.85625 2.31094
23 H -0.98641 0.38820 1.76913
24 H 0.92256 1.14204 2.97941
25 H 0.59720 1.87920 1.74975
26 H 3.03307 0.30171 2.06914
27 H 2.54157 1.32678 0.61371
28 H 2.07849 -1.71521 0.89245
29 H 2.39389 -0.59791 -0.59580
30 H -1.12936 -1.79365 -0.08593
31 H 0.03435 -2.68654 0.70906
32 H 1.00856 -2.65136 -1.63724
33 H -0.18386 -2.26962 -2.34506
34 H -0.15939 -4.76948 -0.78676
35 H -0.43430 -4.32771 -2.56727
36 H -1.59371 -3.76388 -1.38238
37 O 3.15852 0.81717 5.34960
38 H 3.87712 1.26111 5.94753
39 H 2.78286 1.65383 5.27386
40 O 4.38494 -2.35903 -0.86531
41 H 4.48014 -2.52827 0.06419
42 H 5.11151 -1.71779 -1.20680
43 O -1.55909 -1.29913 4.27000
44 H -1.03169 -1.19068 5.02443
45 H -1.32334 -2.14086 3.86139
46 O 1.66659 3.24207 4.98118
47 H 0.92298 3.54760 5.29004
48 H 2.23045 3.97407 5.47009
49 O -3.27789 1.45973 2.57070
50 H -3.99458 1.12876 2.12939
51 H -2.79240 0.91589 3.34311
52 O -2.05699 5.81424 0.34447
53 H -1.62865 6.23757 1.03259
54 H -1.28261 5.19282 0.19246
55 O 1.32704 2.27610 -3.15929
56 H 1.23836 2.92153 -3.83332
57 H 1.85534 2.56871 -2.37546
58 O -4.51712 4.73990 -0.09111
59 H -3.79277 5.21003 0.24841
60 H -4.62734 4.16549 0.70135
61 O -1.70998 4.61934 -4.09973
62 H -1.03567 3.98587 -4.34808
63 H -1.57325 5.21886 -4.98853
64 O 6.50746 0.06760 2.08174
65 H 7.44594 0.35905 1.71610
66 H 5.93459 0.25958 1.36336
67 O 1.76367 -5.78497 0.85347
68 H 2.16408 -5.62697 0.00047
69 H 2.37728 -6.33274 1.14965
70 O -7.49750 0.92434 -1.93168
71 H -6.86984 0.31698 -2.20219
72 H -7.25388 1.15575 -1.03303
73 O -1.56315 -7.37847 0.89339
74 H -1.76206 -7.63932 -0.00723
75 H -0.66818 -7.01779 1.02634
76 O 2.69974 -1.88258 3.66511
77 H 2.01260 -2.27449 3.24566
78 H 2.42700 -1.42283 4.43056
79 O -5.66768 1.15391 -5.31524
80 H -5.04933 1.78776 -5.09317
81 H -6.57407 1.53646 -4.96285
82 O -3.66253 -4.37922 0.65726
83 H -4.15549 -4.96998 0.06822
84 H -4.01914 -3.47605 0.23610
85 O 2.41239 -6.03128 -1.85392
86 H 1.77356 -6.05672 -2.56686
87 H 3.08314 -5.19567 -2.00548
88 O 0.27256 4.15565 0.32893
89 H 0.92197 4.42121 -0.44353
90 H 0.62724 4.51083 1.22951
91 O 5.38390 1.29972 3.80409
92 H 4.61277 1.01782 4.26146
93 H 5.51081 0.76410 3.07207
94 O 5.25404 1.15707 -0.11335
95 H 5.56900 0.58895 -0.90948
96 H 5.68473 1.92782 -0.30317
97 O -3.75420 3.42914 -5.35996
98 H -3.35990 2.68138 -5.74189
99 H -3.04433 3.92956 -4.98777
100 O 1.11066 -3.74895 2.56075
101 H 0.27682 -3.95800 2.91759
102 H 1.48983 -4.44599 1.99518
103 O 1.30653 0.44751 -5.33142
104 H 0.40998 0.73408 -5.71241
105 H 1.31188 0.87092 -4.33605

Record 4
This record from OMol25 describes a molecular structure, C11H7CaF2NO4. The level of theory is ωB97M-V/def2-TZVPD.

Values from the calculation:
Electronic energy in eV: -45054.427
Gap between HOMO and LUMO in eV: 7.4
Charge: +2

Positions of all 26 atoms, in Å:
1 C -1.92726 -1.17052 -1.87471
2 C -1.26776 -0.03310 -2.31033
3 C -0.53093 0.91690 -1.45372
4 C 0.15674 0.07331 -0.39964
5 C 0.10265 0.19863 0.93705
6 N -0.64264 1.25447 1.51702
7 C 0.16960 2.46325 1.40358
8 O 1.32696 2.50862 1.58679
9 F -0.56960 3.47633 1.01178
10 C -1.08754 1.01124 2.87084
11 O -1.84526 0.16890 3.15793
12 F -0.57433 1.90089 3.70831
13 C 0.90673 -0.80360 1.74161
14 O 0.54175 -1.30130 2.76311
15 C 2.19296 -1.21408 1.09395
16 C 2.23577 -1.33449 -0.23338
17 C 1.02918 -1.00136 -0.97605
18 O 0.77219 -1.56080 -2.07864
19 H -1.43556 -1.98564 -1.36126
20 H -2.99807 -1.28384 -2.04370
21 H -1.21021 0.19176 -3.38192
22 H -1.25737 1.67195 -1.13738
23 H 0.23703 1.46341 -2.00965
24 H 3.03205 -1.42803 1.74331
25 H 3.11515 -1.66131 -0.77395
26 Ca -0.47222 -2.52160 -3.50094